Record 1
A structure of composition C6H10O. Source: OMol25; level of theory: the ωB97M-V functional and the def2-TZVPD basis.

DFT total energy: -8429.841 eV
LUMO energy: 1.155 eV
energy relative to the best compared isomer or geometry (same formula, charge and spin): 32.3 kcal/mol
frontier orbital gap: 10.6 eV

ORCA input file:
```
! RIJCOSX wB97M-V def2-TZVPD def2/J DEFGRID3
* xyz 0 1
C 2.03 0.92 -0.27
C 1.17 -0.27 0.11
O 0.47 -0.11 1.36
C -0.62 -0.92 0.86
C -1.88 -0.10 0.61
C -1.25 0.40 -0.71
C -0.13 -0.67 -0.58
H 1.44 1.81 -0.51
H 2.70 1.16 0.56
H 2.65 0.66 -1.14
H 1.81 -1.16 0.18
H -0.65 -1.90 1.34
H -2.13 0.65 1.38
H -2.74 -0.74 0.43
H -1.89 0.29 -1.59
H -0.89 1.44 -0.68
H -0.09 -1.44 -1.36
*
```

***

Record 2
A cluster of 2 separate species, C3H8O2SSi in total in a non-equilibrium geometry. Source: OMol25; level of theory: the ωB97M-V functional and the def2-TZVPD basis.

DFT total energy: -26044.623 eV
LUMO energy (spin up / spin down): 0.134 / 0.000 eV
energy relative to the best compared isomer or geometry (same formula, charge and spin): 95.0 kcal/mol
frontier orbital gap (spin up / spin down): 9.1 / 7.9 eV

ORCA input file:
```
! RIJCOSX wB97M-V def2-TZVPD def2/J DEFGRID3
* xyz 0 1
C -1.25 0.23 1.13
C -0.89 -0.51 -1.38
C 2.10 -1.51 -0.29
O -3.04 -1.28 -0.15
O -0.73 0.81 -1.42
Si -1.04 1.69 -0.06
S -1.58 -1.26 0.07
H -0.35 0.01 1.70
H -2.09 0.30 1.82
H -0.78 -1.05 -2.31
H 2.21 -2.15 -1.13
H 1.68 -1.89 0.62
H 2.43 -0.49 -0.35
H -2.26 2.45 -0.29
H 0.18 2.45 0.16
*
```

***

Record 3
A cluster of 2 separate species, CH3Br2ClOSi in total in a non-equilibrium geometry. Source: OMol25; level of theory: the ωB97M-V functional and the def2-TZVPD basis.

DFT total energy: -163619.722 eV
LUMO energy: -2.355 eV
energy relative to the best compared isomer or geometry (same formula, charge and spin): 81.9 kcal/mol
frontier orbital gap: 6.6 eV

ORCA input file:
```
! RIJCOSX wB97M-V def2-TZVPD def2/J DEFGRID3
* xyz 0 1
C 0.21 0.06 -0.06
O 1.33 -0.41 -0.85
Si 2.44 0.51 -1.54
Cl 3.53 1.81 -0.48
Br 3.47 -1.00 -2.83
Br 0.44 2.69 -3.37
H -0.45 0.04 -0.88
H 0.34 0.94 0.50
H -0.11 -0.74 0.51
*
```